Entry 1:
This record from the Open Molecules 2025 dataset describes C16H46N4O6Ti2 as an isolated structure at a distorted geometry. The level of theory is ωB97M-V with the def2-TZVPD basis set.

Geometry as XYZ:
```
74
Properties=species:S:1:pos:R:3:forces:R:3:mulliken_spin:R:1
Ti -5.4748 -16.2260 5.9218 -0.346 0.465 -1.028 3.28
Ti -5.6103 -14.3305 3.7299 0.032 0.318 -0.162 2.63
O -6.8149 -16.1388 4.2164 1.287 0.289 0.536 -0.14
H -7.6956 -16.2708 3.8859 -0.328 -0.353 -0.036 0.06
O -4.1824 -14.5713 5.5219 -0.853 -0.494 -0.181 0.05
H -3.3184 -14.2795 5.7983 0.360 -0.326 0.278 0.01
C -1.3844 -12.3257 1.7913 -0.131 -0.126 0.120 0.00
C -1.7990 -12.3014 3.2618 -0.403 0.017 -0.232 0.00
C -1.7655 -10.8765 3.8209 -0.212 0.509 -0.730 0.00
O -0.4707 -10.4015 4.1201 0.062 -0.429 0.102 0.00
C -0.0428 -10.7244 5.4185 0.482 0.905 0.509 0.00
N -3.1626 -12.8676 3.3565 0.346 0.318 -0.364 0.04
H -1.3391 -13.3739 1.4820 0.512 0.057 -0.125 0.00
H -0.4453 -11.7898 1.6548 0.139 -0.332 -0.081 0.00
H -2.1134 -11.8716 1.1134 -0.194 0.250 0.361 0.00
H -1.0939 -12.9441 3.8028 0.117 0.185 0.131 0.00
H -2.4598 -10.7002 4.6489 0.106 -0.328 0.207 0.00
H -2.1060 -10.2123 3.0207 -0.186 -0.049 -0.004 0.00
H 0.8583 -10.1401 5.6193 0.129 -0.153 -0.256 0.00
H 0.2052 -11.7715 5.5966 -0.270 -0.193 -0.162 0.00
H -0.7477 -10.3438 6.1661 -0.269 -0.382 -0.018 0.00
H -3.1877 -13.6632 2.7249 -0.074 -0.058 0.077 0.01
H -3.3158 -13.2674 4.2737 -0.044 0.017 0.070 -0.01
C -9.8183 -12.8586 3.1236 0.311 -0.402 -0.647 0.01
C -10.0583 -13.6555 4.3961 -0.059 0.357 0.493 0.01
C -10.8631 -14.9180 4.1888 -0.477 -1.001 -0.556 0.00
O -12.1540 -14.6026 3.6951 -0.137 0.716 0.119 0.00
C -12.8741 -15.7273 3.2590 0.807 -0.329 -0.086 0.00
N -8.8008 -13.9525 5.0622 -0.106 -0.351 0.521 0.02
H -10.6982 -12.5859 2.5384 -0.137 0.007 0.312 0.00
H -9.1854 -13.4824 2.4772 -0.041 0.016 -0.060 0.01
H -9.2206 -11.9709 3.3342 -0.155 0.120 0.122 0.00
H -10.6606 -13.0742 5.1045 -0.038 0.226 -0.189 0.00
H -10.9872 -15.5194 5.0969 0.220 0.342 0.353 0.00
H -10.4145 -15.6322 3.4782 0.475 0.313 -0.177 0.00
H -12.5526 -16.0174 2.2511 -0.100 0.052 -0.109 0.00
H -13.9352 -15.5051 3.2532 -0.065 0.042 0.104 0.00
H -12.6372 -16.5848 3.8990 -0.399 -0.044 0.140 0.00
H -8.0687 -13.2648 4.9385 -0.399 0.173 -0.293 -0.03
H -8.3692 -14.8278 4.8007 -0.116 -0.100 -0.047 -0.01
C -7.0667 -10.3436 5.4923 -0.816 0.407 -0.274 0.00
C -5.8034 -11.1567 5.3642 0.036 -1.201 -0.024 0.06
C -4.7899 -10.9044 6.4712 1.018 0.770 0.093 0.00
O -4.5095 -9.5177 6.5740 -0.415 0.286 -0.513 0.00
C -3.5322 -9.1818 7.5238 -0.581 -0.657 0.608 0.00
N -6.1416 -12.6021 5.3460 0.054 -0.206 0.670 -0.09
H -6.9008 -9.2824 5.6737 0.268 -0.082 0.071 0.00
H -7.7330 -10.7148 6.2774 0.359 -0.075 0.278 0.00
H -7.7017 -10.3986 4.6029 0.316 -0.137 -0.199 0.00
H -5.3042 -11.0674 4.3975 -0.007 0.808 0.001 0.02
H -3.8140 -11.3501 6.2220 -0.288 -0.607 -0.041 0.00
H -5.0961 -11.3085 7.4457 -0.270 -0.010 -0.058 0.00
H -3.4535 -8.1001 7.5327 0.213 0.026 -0.026 0.00
H -2.5665 -9.6747 7.3562 0.019 0.169 -0.300 0.00
H -3.8768 -9.5340 8.5080 0.143 0.228 0.090 0.00
H -6.6766 -12.8618 6.1778 -0.174 0.315 -0.096 0.05
H -5.2864 -13.1456 5.5096 0.295 0.196 0.267 -0.06
C -6.6223 -13.4925 -0.7641 0.146 -1.285 -0.269 0.01
C -6.1859 -14.0689 0.5853 0.761 1.135 0.040 0.03
C -4.8019 -14.7035 0.4958 -0.695 -0.080 -0.207 -0.02
O -4.4684 -15.2127 1.7720 -0.051 -0.259 0.350 -0.07
C -3.4605 -16.2022 1.7279 0.716 -0.309 -0.539 0.06
N -6.1474 -12.9658 1.5987 -0.018 -1.262 -0.101 0.04
H -5.9839 -12.6695 -1.0808 -0.124 0.212 0.173 0.00
H -7.6784 -13.2280 -0.7422 0.069 0.328 0.032 0.00
H -6.5239 -14.2683 -1.5344 -0.093 0.094 0.006 0.00
H -6.8732 -14.8368 0.9477 -0.066 0.014 -0.127 0.03
H -4.0123 -14.0089 0.1807 -0.157 0.188 -0.100 0.00
H -4.8845 -15.4869 -0.2668 0.279 -0.230 0.211 0.00
H -3.8283 -17.1285 1.2814 -0.197 -0.037 0.149 0.01
H -3.0453 -16.4014 2.7123 -0.424 0.128 0.218 0.00
H -2.6191 -15.8789 1.1009 -0.064 0.188 -0.023 0.00
H -5.2465 -12.5001 1.5146 -0.163 0.305 0.044 0.01
H -6.8827 -12.3381 1.2972 0.068 0.396 0.581 0.01
```
Positions in Å, forces in eV/Å.

Values from the calculation:
- 2S+1: 7
- ΔE to the lowest compared entry with this formula, charge and spin: 0.000 eV
- LUMO level (spin up / spin down): 0.26 / 0.25 eV
- HOMO level (spin up / spin down): -3.819 / -8.565 eV
- E_tot: -3006.404748 Ha
- Kohn-Sham gap (spin up / spin down): 0.1500 / 0.3240 Eh
- Net charge: 0

Entry 2:
This record from the Open Molecules 2025 dataset describes a 10-piece molecular cluster, C16H46O10 overall at a distorted geometry. The level of theory is ωB97M-V with the def2-TZVPD basis set.

Geometry as XYZ:
```
72
Properties=species:S:1:pos:R:3:forces:R:3:lowdin_charge:R:1
C 12.4677 10.5023 13.2228 -0.151 0.361 -0.763 -0.02
C 12.2351 10.3379 14.6718 1.479 -3.627 1.637 -0.48
C 11.8403 11.5189 15.4673 -0.122 0.864 -0.201 -0.01
O 12.5036 9.2486 15.2116 -0.805 1.907 -0.744 0.04
H 11.6749 11.1051 12.7798 0.208 0.184 -0.055 0.05
H 12.5554 9.5822 12.6451 -0.042 -0.117 0.497 0.09
H 13.4293 11.0072 13.1307 0.049 0.302 -0.219 0.11
H 12.7111 12.0988 15.7731 0.344 -0.090 -0.208 0.10
H 11.3305 11.2992 16.4053 -0.319 -0.184 -0.392 0.10
H 11.3105 12.1414 14.7462 -0.519 0.353 0.659 0.05
C 7.6376 12.1649 9.8557 -0.211 0.656 0.352 -0.01
C 6.2813 12.2042 9.1905 -0.108 0.884 -0.360 -0.45
C 6.1549 11.4107 7.8701 -0.572 0.283 1.036 -0.01
O 5.3972 12.9350 9.6187 0.715 -1.177 -0.586 0.05
H 7.7770 13.0774 10.4353 -0.147 0.199 -0.128 0.08
H 8.4172 12.1491 9.0942 0.079 -0.477 0.215 0.07
H 7.7035 11.3781 10.6072 0.161 -0.420 -0.538 0.06
H 7.0993 11.2651 7.3457 -0.074 0.402 0.002 0.07
H 5.3759 11.9142 7.2975 0.222 -0.162 -0.277 0.08
H 5.8030 10.4064 8.1060 -0.152 -0.093 0.094 0.08
C 13.0913 14.8954 9.1869 -0.635 0.473 0.425 0.01
C 11.9459 15.2928 10.0909 -0.500 -0.708 -1.402 -0.49
C 12.2092 16.0019 11.3367 0.027 1.191 2.012 -0.03
O 10.8048 14.9749 9.8141 -0.316 -0.121 -0.088 0.05
H 13.7570 15.7583 9.1674 0.501 -0.429 -0.157 0.09
H 12.7287 14.6292 8.1941 -0.002 0.118 0.056 0.08
H 13.5181 13.9967 9.6322 0.538 0.181 0.024 0.09
H 12.6580 16.9943 11.2946 0.505 -0.138 -0.697 0.10
H 12.8447 15.4129 11.9980 0.187 -0.114 -0.057 0.10
H 11.2949 16.2300 11.8847 -0.225 -0.480 -0.182 0.08
C 8.4451 9.3572 12.3310 0.097 0.580 -0.619 -0.09
O 9.5152 10.1703 11.7819 -0.742 -1.232 0.303 -0.16
H 8.4323 8.3964 11.8166 0.391 -0.011 0.272 0.09
H 8.4856 9.2610 13.4160 0.383 -0.192 -0.018 0.08
H 7.4724 9.7955 12.1074 -0.122 0.246 -0.090 0.07
H 9.3473 11.0862 12.0153 0.168 0.332 0.243 0.01
C 15.1253 10.3060 8.8199 -0.954 -0.320 1.426 -0.13
O 14.5381 10.0963 10.1182 1.054 0.010 0.218 -0.16
H 16.1277 10.6962 8.9960 -0.090 0.146 -0.281 0.07
H 15.1905 9.3325 8.3339 0.039 0.156 -0.460 0.07
H 14.4694 11.0043 8.3000 0.445 0.016 -0.590 0.07
H 13.5879 10.2334 10.1168 -0.487 -0.078 -0.266 0.00
C 11.9256 10.5706 6.2781 -0.073 0.691 -0.973 -0.14
O 12.0933 11.9395 5.8828 0.666 -0.326 0.305 -0.15
H 12.9056 10.0938 6.2946 -0.001 0.088 0.071 0.07
H 11.4423 10.4425 7.2466 -0.059 0.067 0.036 0.07
H 11.3438 10.1301 5.4684 -0.187 -0.644 0.308 0.07
H 11.3411 12.4545 6.1836 -0.191 0.046 0.416 0.01
C 10.0250 14.7596 6.5308 -0.049 0.396 1.000 -0.12
O 10.3356 13.6062 7.3236 -0.342 -0.053 -1.031 -0.16
H 10.4221 14.6496 5.5217 -0.117 -0.126 0.127 0.09
H 8.9610 14.9963 6.5377 -0.271 -0.526 -0.373 0.08
H 10.4299 15.6573 6.9978 0.562 0.047 -0.108 0.07
H 10.4379 13.8629 8.2430 0.032 0.409 0.391 0.02
C 9.9311 13.8834 13.1967 0.631 2.128 0.769 -0.17
O 9.3066 12.7432 12.7452 -0.567 -0.999 -0.228 -0.11
H 9.6379 14.7619 12.6219 0.116 0.015 -0.386 0.08
H 9.6577 14.1424 14.2196 -0.046 -0.278 0.331 0.09
H 11.0196 13.8265 13.1896 -0.071 -0.435 -0.313 0.08
H 8.3693 12.9026 12.8781 -0.244 -0.241 -0.122 0.11
C 12.3779 6.7721 9.3292 0.023 -0.195 -0.843 -0.16
O 11.6032 5.7723 9.9664 -0.128 0.069 0.229 -0.12
H 12.5958 7.6499 9.9375 -0.090 -0.036 0.064 0.07
H 13.2992 6.3637 8.9140 0.377 -0.097 0.365 0.07
H 11.8322 7.0587 8.4302 -0.268 0.311 0.203 0.08
H 11.9006 5.6648 10.8728 0.098 0.000 -0.010 0.07
C 11.5131 11.8165 9.9599 -0.923 -1.143 0.516 -0.11
O 11.7817 10.4393 10.2038 1.211 -0.036 -0.597 -0.16
H 10.4691 11.8485 9.6482 0.101 0.575 -0.501 0.07
H 11.5576 12.3993 10.8799 0.395 0.246 0.064 0.07
H 12.2208 12.1490 9.2005 -0.265 0.118 0.047 0.08
H 11.2087 10.0552 10.8714 -0.622 0.257 0.150 0.04
```
Positions in Å, forces in eV/Å.

Values from the calculation:
- 2S+1: 1
- ΔE to the lowest compared entry with this formula, charge and spin: 0.801 eV
- Structure (SMILES): CC(C)=O.CC(C)=O.CC(C)=O.CO.CO.CO.CO.CO.CO.CO
- LUMO level: 0.17 eV
- HOMO level: -9.515 eV
- E_tot: -1389.471942 Ha
- Kohn-Sham gap: 0.3559 Eh
- Net charge: 0

- Which of these has the highest ΔE to the lowest compared entry with this formula, charge and spin?
  C16H46O10